[1]
Below is 2 unconnected molecules or ions with the total composition C8H6N3O3, with properties calculated with ωB97M-V/def2-TZVPD.

Structure (XYZ):
```
20
Properties=species:S:1:pos:R:3:mulliken_charge:R:1
O 2.791 2.936 2.505 -0.56
O 3.184 0.917 3.154 -0.57
O 1.016 1.954 -1.931 -0.04
N 2.631 1.743 2.472 0.98
N 0.882 1.358 -2.880 0.14
N -1.644 -1.474 -1.199 -0.10
C -1.438 -0.225 -0.891 -0.36
C -1.832 -2.597 -1.420 0.07
C 0.834 2.128 0.846 -0.40
C 1.552 -0.146 1.309 -0.61
C 1.654 1.240 1.509 0.11
C -0.139 1.636 -0.027 -0.70
C 0.580 -0.646 0.485 -0.47
C -0.335 0.230 -0.149 0.82
H 2.236 -0.799 1.832 0.48
H -1.980 -3.596 -1.724 0.51
H -0.873 2.311 -0.443 0.44
H 0.946 3.189 1.018 0.50
H -2.170 0.467 -1.283 0.43
H 0.483 -1.712 0.351 0.34
```

The total energy is -697.900327 Ha. For the energy relative to the best compared isomer or geometry (same formula, charge and spin), the calculation gives 17.66 kcal/mol. The calculation puts the LUMO energy (spin up / spin down) at -0.2442 / -0.1636 hartree. The orbital gap (spin up / spin down) comes out at 0.2050 / 0.3044 Eh. As for the net charge: +1.

=====

[2]
Below is a molecular structure, C8H10N2STi, with properties calculated with ωB97M-V/def2-TZVPD.

Structure (XYZ):
```
22
Properties=species:S:1:pos:R:3:mulliken_charge:R:1
Ti 0.406 -0.267 0.526 0.30
S -1.207 0.920 2.011 -0.35
N 0.579 -1.865 1.414 -0.45
N -0.465 -0.708 4.209 -0.52
C -0.571 -1.697 -0.956 -0.81
C -0.706 0.425 -1.912 -0.43
C 0.137 -0.740 -1.799 -0.67
C -1.889 0.210 -1.149 -0.42
C -1.809 -1.084 -0.553 -0.21
C 1.209 2.130 -0.133 -0.28
C -0.790 -0.035 3.310 0.52
C 2.062 1.110 0.165 -0.64
H 0.836 2.818 0.616 0.33
H 1.615 -1.865 1.686 0.16
H 1.003 -0.974 -2.428 0.60
H -2.611 -1.581 -0.006 0.40
H 2.443 0.956 1.191 0.37
H -0.279 -2.733 -0.809 0.42
H -0.525 1.264 -2.584 0.62
H -2.750 0.874 -1.113 0.45
H 2.374 0.350 -0.565 0.33
H 0.936 2.492 -1.118 0.27
```

The total energy is -1667.889516 Ha. For the energy relative to the best compared isomer or geometry (same formula, charge and spin), the calculation gives 72.17 kcal/mol. The calculation puts the LUMO energy (spin up / spin down) at -0.0556 / -0.0556 hartree. The orbital gap (spin up / spin down) comes out at 0.2526 / 0.2525 Eh.

=====

[3]
Below is C5H7NO in the gas phase, with properties calculated with ωB97M-V/def2-TZVPD.

Structure (XYZ):
```
14
Properties=species:S:1:pos:R:3:mulliken_charge:R:1
O 0.173 2.096 -1.230 -0.48
N -1.043 -1.500 -0.832 -0.65
C 1.631 -0.691 0.463 -0.84
C 1.025 1.336 -0.792 -0.14
C 0.689 0.059 -0.128 0.44
C -0.697 -0.467 -0.130 0.65
C -1.727 0.239 0.711 -1.16
H -0.246 -1.843 -1.381 0.29
H 1.373 -1.628 0.953 0.31
H 2.676 -0.400 0.496 0.29
H 2.101 1.561 -0.884 0.32
H -2.089 1.124 0.181 0.26
H -1.296 0.541 1.670 0.33
H -2.572 -0.428 0.903 0.38
```

The total energy is -324.669963 Ha. For the energy relative to the best compared isomer or geometry (same formula, charge and spin), the calculation gives 34.20 kcal/mol. The calculation puts the LUMO energy at -0.0063 hartree. The orbital gap comes out at 0.3614 Eh.

=====

[4]
Below is 5 unconnected molecules or ions with the total composition CH12NO4, with properties calculated with ωB97M-V/def2-TZVPD.

Structure (XYZ):
```
18
Properties=species:S:1:pos:R:3:mulliken_charge:R:1
O -2.547 2.902 1.771 -0.64
O 0.397 -2.203 -2.293 -0.67
O -0.052 -0.734 3.863 -0.67
O 1.631 -0.783 0.690 -0.59
N 0.234 0.903 -2.991 -0.21
C 0.448 0.909 -1.661 0.00
H 0.495 0.023 -3.432 0.27
H -0.177 -3.005 -2.501 0.33
H 0.082 -1.628 3.370 0.32
H -2.793 2.641 2.693 0.33
H 0.232 1.650 -3.725 0.30
H 0.439 -0.117 -1.392 0.28
H 0.460 -0.842 4.732 0.35
H -3.336 3.008 1.323 0.31
H 0.983 -0.609 1.316 0.31
H 2.192 -1.389 1.132 0.30
H 1.092 -2.576 -1.700 0.34
H 0.220 1.851 -1.196 0.34
```

The total energy is -400.700932 Ha. For the energy relative to the best compared isomer or geometry (same formula, charge and spin), the calculation gives 49.29 kcal/mol. The calculation puts the LUMO energy at -0.2016 hartree. The orbital gap comes out at 0.3102 Eh. As for the net charge: +1.

=====

[5]
Below is 2 unconnected molecules or ions with the total composition CH2N2O2, with properties calculated with ωB97M-V/def2-TZVPD.

Structure (XYZ):
```
7
Properties=species:S:1:pos:R:3:mulliken_charge:R:1
O -2.977 0.013 -0.521 -0.35
O -0.011 1.281 -0.145 -0.37
N -1.166 -0.641 0.857 -0.50
N -1.009 0.849 0.711 -0.03
C -1.999 0.024 0.066 0.62
H 0.442 1.857 0.382 0.36
H 0.165 -1.460 -0.097 0.26
```

The total energy is -299.027152 Ha. For the energy relative to the best compared isomer or geometry (same formula, charge and spin), the calculation gives 194.34 kcal/mol. The calculation puts the LUMO energy (spin up / spin down) at -0.0633 / -0.0867 hartree. The orbital gap (spin up / spin down) comes out at 0.3008 / 0.2718 Eh.

=====

[6]
Below is 2 unconnected molecules or ions with the total composition C4H12, with properties calculated with ωB97M-V/def2-TZVPD.

Structure (XYZ):
```
16
Properties=species:S:1:pos:R:3:mulliken_charge:R:1
C 1.066 -2.626 0.477 -0.95
C 1.107 -1.100 0.703 -0.64
C -1.676 2.211 -0.282 -0.92
C -0.402 1.558 -0.837 -0.75
H 2.022 -3.019 0.138 0.28
H 0.084 -0.756 0.600 0.11
H 0.265 -2.900 -0.207 0.29
H 1.711 -0.747 -0.124 0.26
H -0.178 2.006 -1.806 0.37
H -1.712 3.264 -0.549 0.30
H 1.505 -0.748 1.647 0.36
H -2.568 1.751 -0.721 0.27
H 0.772 -3.181 1.375 0.29
H 0.427 1.762 -0.165 0.24
H -0.579 0.515 -1.024 0.21
H -1.843 2.011 0.776 0.29
```

The total energy is -159.573029 Ha. For the energy relative to the best compared isomer or geometry (same formula, charge and spin), the calculation gives 7.49 kcal/mol. The calculation puts the LUMO energy at 0.0420 hartree. The orbital gap comes out at 0.4669 Eh.

=====

- Which formula does entry 2 have?
  C8H10N2STi